No. 1
ORCA calculation (ωB97M-V/def2-TZVPD) on C4H7N3O3 in the gas phase in a non-equilibrium geometry.

The geometry in XYZ format:
```
17
Properties=species:S:1:pos:R:3
O -0.322 2.026 0.700
H -0.765 -1.766 -0.889
C 0.374 1.200 1.211
H -0.718 0.589 -2.725
C -0.706 -0.497 -2.555
H 0.199 -0.986 -3.036
H -1.565 -0.989 -3.030
H 0.999 1.938 3.173
H -1.364 0.964 -0.353
N 1.382 -0.050 2.878
H 1.582 -1.732 1.633
N 0.872 1.175 2.515
O -1.634 0.009 -0.401
C -0.747 -0.706 -1.021
C 1.191 -0.759 1.810
N 0.685 -0.040 0.734
O 0.536 -0.378 -0.644
```

Summary:
- Net charge: 0
- Kohn-Sham gap: 10.22 eV
- Lowest unoccupied orbital energy: 0.90 eV
- SMILES: C[C@H](O)On1cn[nH]c1=O
- HOMO: -9.315 eV

***

No. 2
ORCA calculation (ωB97M-V/def2-TZVPD) on C31H54Cl16N3O2 as an isolated structure in a non-equilibrium geometry.

The geometry in XYZ format:
```
106
Properties=species:S:1:pos:R:3
C 0.581 -1.794 0.096
H 0.760 9.393 -7.758
H -3.673 -1.574 1.383
C 5.320 6.356 -4.132
C -2.638 1.622 6.641
H -2.188 -13.656 -0.165
C -2.715 0.135 6.360
Cl 4.654 -7.458 3.978
C -2.478 -12.848 0.510
N -2.850 0.873 0.474
Cl -0.210 -6.086 -1.797
H -3.839 7.184 1.575
C 1.340 10.193 -7.293
Cl 3.170 -5.199 1.883
N -1.009 -0.265 -0.669
H 3.381 -2.655 1.328
H 1.939 10.673 -8.070
H -1.960 1.806 7.477
N -1.952 -1.562 2.642
H -2.266 -2.586 0.764
H 1.166 5.945 -2.225
H 2.925 -0.887 1.044
H -2.918 6.685 -4.401
C -0.216 7.619 -4.430
H -0.144 11.743 -7.382
Cl -0.715 10.467 -5.500
C 0.444 11.218 -6.626
H -3.565 -12.756 0.484
Cl -0.423 -7.993 3.474
H -3.615 2.033 6.900
H 2.452 -10.281 3.054
H -1.761 -0.256 5.998
H 0.621 -9.772 4.588
H 2.239 -1.791 -1.502
Cl -1.731 5.515 0.471
C 1.864 -9.377 2.881
H -4.041 4.826 -2.764
O -0.163 -1.238 -1.036
H 0.783 -0.950 0.840
H 5.182 -4.134 2.447
H 0.425 8.406 -3.903
H 5.912 6.839 -4.913
C -2.917 5.050 -2.653
H -0.715 -11.616 0.219
H -2.689 -1.373 3.352
H -2.332 5.496 2.744
H -0.949 6.560 2.446
C -1.936 6.269 2.080
C 0.504 -9.514 3.533
H 0.383 7.214 -5.319
C -2.520 -1.573 1.261
C 5.461 -6.181 3.036
C 0.050 5.714 -2.381
Cl 2.484 9.451 -6.146
O 2.053 -3.743 -0.733
H -1.137 8.186 -4.842
H 1.024 11.958 -6.072
C -1.460 -6.437 0.618
C -2.091 4.284 -1.539
H 0.043 4.099 -0.612
H -3.116 3.695 0.413
H -2.006 -11.357 -0.962
C -2.887 7.449 2.041
H 6.389 -5.941 3.557
C -2.925 3.253 -0.639
H 4.740 5.553 -4.592
C -2.269 1.805 -0.496
H 0.090 -2.711 0.585
Cl -3.966 -0.256 5.153
C -0.793 6.479 -3.455
Cl -2.004 -13.353 2.152
C -2.068 -0.352 0.335
H 4.260 -4.587 3.887
H 1.313 -4.062 -1.300
Cl 6.473 5.621 -2.991
H 5.717 -6.594 2.058
C -1.107 1.109 -1.228
Cl -2.003 2.536 5.249
H -1.242 -0.825 2.761
C 4.604 -4.936 2.911
Cl -2.204 8.832 1.151
H 2.419 -8.528 3.283
Cl -2.390 -4.918 0.560
C -1.798 -11.560 0.091
Cl -2.391 -10.156 1.014
H -0.094 -10.295 3.057
H -1.343 -6.698 1.672
C 3.193 -1.869 0.513
H -3.661 1.039 1.096
H 0.456 -5.448 0.377
C 4.424 7.378 -3.461
H -3.981 3.140 -1.108
H -0.476 1.579 -2.062
Cl 1.745 -9.173 1.115
Cl 3.275 6.623 -2.327
C -0.098 -6.297 -0.030
H 3.828 7.900 -4.214
C 2.001 -2.316 -0.509
H 0.489 -7.200 0.143
H 4.149 -1.670 -0.097
H -3.091 7.796 3.056
H -2.977 -0.403 7.273
C -2.320 6.118 -3.609
H 5.004 8.122 -2.911
H -2.056 -7.217 0.140
C -0.570 4.630 -1.412
```

Summary:
- Net charge: +1
- Kohn-Sham gap: 7.45 eV
- Lowest unoccupied orbital energy: -2.67 eV
- HOMO: -10.120 eV

***

No. 3
ORCA calculation (ωB97M-V/def2-TZVPD) on C39H47AsCoN4O5Sb as an isolated structure.

The geometry in XYZ format:
```
98
Properties=species:S:1:pos:R:3
C 1.122 -5.191 -3.195
C 5.203 0.179 -0.887
H 3.294 3.508 -1.807
Co 1.356 0.661 -0.275
H 3.765 2.192 -2.901
H 5.603 2.724 0.607
H 3.241 -3.371 -0.484
H 0.464 -5.963 -3.596
H -0.737 -1.837 2.558
H -4.066 1.485 1.289
C -2.692 -3.861 -0.072
H 0.943 -4.627 1.112
H -6.283 1.929 0.335
C -3.497 0.483 -1.893
As 3.721 1.401 -0.483
C 1.832 1.474 3.018
C -1.564 -3.741 2.039
C 0.506 -4.558 -1.952
H -3.190 0.528 5.143
H -2.531 2.880 5.532
H 1.286 -4.441 -3.970
C -1.301 -2.395 1.820
C -1.368 2.495 2.373
N 1.355 -3.533 -1.358
H -2.826 -2.038 -1.176
C -1.909 4.008 -3.161
N -2.425 2.652 -5.143
C -1.562 2.966 -4.004
H 0.361 -0.750 -2.865
C 1.155 -2.203 -1.561
H 0.228 -2.401 -3.509
C 1.870 -0.130 5.238
N 1.776 -1.265 -0.931
H -2.717 0.082 -2.534
C 1.840 -4.012 1.035
O -3.340 3.410 -5.394
H 1.515 -1.699 3.780
C 2.078 1.234 5.391
C -2.306 2.402 4.586
O 1.471 -0.409 1.720
C -2.441 -2.511 -0.278
C -1.668 3.112 3.581
H -0.470 -4.136 -2.182
H 1.584 -3.003 1.360
C -1.743 -1.756 0.665
H 2.246 1.662 6.369
C 2.054 2.030 4.262
C -5.503 1.520 -0.295
H -0.854 -1.856 -2.218
H 5.001 3.048 -1.953
H 6.152 0.710 -0.969
H -1.397 4.149 3.735
C -2.669 1.080 4.370
H -2.713 -0.549 2.984
C 1.666 -0.649 3.983
C 4.589 2.462 0.912
H 4.995 -0.333 -1.827
C -2.253 -4.481 1.089
C -2.386 0.469 3.156
H 1.754 2.042 2.099
H 2.190 3.100 4.329
C -0.435 2.190 -3.784
O -2.181 1.642 -5.780
H 2.601 -4.420 1.703
C -4.248 1.267 0.244
C -1.717 1.164 2.149
H -6.731 1.464 -2.054
C 0.339 2.447 -2.668
Sb -1.267 0.305 0.227
C 2.350 -3.998 -0.401
C 0.827 3.743 -0.554
H 1.229 1.852 -2.475
C -1.108 4.272 -2.064
C 0.162 -1.788 -2.612
C -4.751 0.734 -2.434
H 4.627 1.907 1.849
C -3.231 0.741 -0.549
H 2.649 -5.001 -0.708
C 3.978 2.670 -1.944
H 0.333 -5.325 -1.193
H -1.335 5.095 -1.400
H 1.867 -0.796 6.089
H -3.246 -4.425 -0.813
O 1.131 4.903 -0.295
H -1.224 -4.217 2.952
H -0.190 1.405 -4.485
H 2.083 -5.651 -2.963
O 1.142 2.716 0.144
N 1.658 0.147 2.891
C -5.756 1.256 -1.633
H 4.007 3.372 1.057
C 0.004 3.481 -1.798
H -2.453 -5.532 1.256
H -2.798 4.585 -3.369
H -0.856 3.059 1.602
H 2.395 -1.609 -0.203
H 5.280 -0.570 -0.099
H -4.940 0.537 -3.482
```

Summary:
- Net charge: 0
- ⟨S²⟩: 2.017
- Kohn-Sham gap (alpha / beta): 6.44 / 6.50 eV
- Lowest unoccupied orbital energy (alpha / beta): -0.06 / -0.05 eV
- Spin multiplicity: 3
- HOMO (alpha / beta): -6.492 / -6.549 eV

***

No. 4
ORCA calculation (ωB97M-V/def2-TZVPD) on a 2-piece molecular cluster, C21H17FN3O6S2 overall in a non-equilibrium geometry.

The geometry in XYZ format:
```
50
Properties=species:S:1:pos:R:3
H -3.590 0.447 1.598
H 0.867 2.637 -3.555
C -5.747 -1.085 -0.553
O -0.516 3.987 -1.830
C 1.575 2.163 -2.883
H 4.503 0.410 -2.837
C 2.218 1.586 -0.605
H -4.565 1.502 -2.443
H 1.984 1.605 0.453
C -1.008 -2.486 1.111
H -6.146 -0.447 -2.586
S -0.075 3.039 -0.841
C 2.219 -0.985 2.300
O -2.766 2.747 1.145
N 5.380 -2.077 0.725
H -0.029 -0.172 3.389
C -4.713 0.838 -1.597
C -5.016 -0.862 0.619
O 0.228 3.392 0.520
H 2.911 1.473 -4.439
H 4.310 -0.557 2.616
H 1.042 -3.397 0.153
O 5.774 -2.909 -0.123
C 4.018 -2.100 1.139
C 1.340 2.170 -1.510
H 4.092 0.544 -0.381
N -1.326 1.708 -0.845
C -0.758 -0.760 2.830
C 3.097 -2.915 0.454
N -1.751 -3.254 0.598
H 3.475 -3.652 -0.252
C -4.154 0.230 0.697
C -5.591 -0.246 -1.666
O -3.268 3.404 -1.256
H -5.103 -1.536 1.475
C 1.743 -2.741 0.672
C 3.611 0.924 -2.464
F -0.898 0.794 0.273
H 1.886 -0.263 3.046
H -6.437 -1.931 -0.606
C 3.571 -1.153 2.087
H -1.284 -1.437 3.529
C 1.242 -1.747 1.573
C 3.377 0.975 -1.085
O 6.133 -1.197 1.210
H -1.522 -0.086 2.424
C -0.158 -1.578 1.754
C 2.716 1.517 -3.364
C -4.000 1.044 -0.417
S -2.893 2.438 -0.254
```

Summary:
- Net charge: -1
- Kohn-Sham gap: 5.41 eV
- Lowest unoccupied orbital energy: 2.00 eV
- HOMO: -3.418 eV